w | A 10-piece molecular cluster, C30H85N5O10 overall, computed with wB97M-V/def2-TZVPD.

Gap between HOMO and LUMO in eV: 8.8
SMILES string: COC[C@H](C)N.COC[C@H](C)N.COC[C@H](C)N.COC[C@H](C)N.COC[C@H](C)N.CCO.CCO.CCO.CCO.CCO

```
! wB97M-V def2-TZVPD RIJCOSX def2/J DEFGRID3
* xyz 0 1
C -3.9400 -2.5118 6.6728
O -3.5362 -1.3823 5.9403
C -2.3337 -1.6483 5.2853
C -1.5692 -0.3593 4.9502
C -2.3865 0.5750 4.0613
N -0.2597 -0.6021 4.2968
H -3.1958 -2.8806 7.3871
H -4.0882 -3.3791 6.0099
H -4.8972 -2.4099 7.1790
H -1.6359 -2.1960 5.9348
H -2.4357 -2.2053 4.3423
H -1.4275 0.1146 5.9319
H -1.8235 1.4303 3.6870
H -3.3174 0.9181 4.5121
H -2.7063 -0.0141 3.1929
H 0.2414 0.2666 4.4949
H 0.2488 -1.2149 4.9429
C -0.0965 4.5376 1.1217
O 0.7259 5.1488 2.0781
C 1.3678 6.3116 1.5959
C 2.3104 6.9016 2.6402
C 1.4766 7.6979 3.6404
N 3.2291 7.8596 2.0051
H -0.4360 3.5487 1.4271
H 0.4769 4.3535 0.2018
H -0.9511 5.1829 0.8902
H 1.8638 6.0665 0.6489
H 0.6010 7.0656 1.3680
H 2.9041 6.1418 3.1448
H 2.0134 8.1508 4.4724
H 0.6446 7.1246 4.0516
H 1.0243 8.5225 3.0791
H 2.6734 8.5651 1.5233
H 3.7627 7.4460 1.2447
C 3.1251 -5.6313 -0.1417
O 2.4591 -4.5178 0.4001
C 1.0677 -4.5622 0.1908
C 0.4431 -3.3881 0.9566
C 0.6020 -3.6007 2.4568
N -0.9819 -3.2791 0.6180
H 2.6252 -6.5540 0.1863
H 4.1404 -5.7132 0.2434
H 3.1012 -5.6129 -1.2380
H 0.8770 -4.4446 -0.8853
H 0.5493 -5.4776 0.5069
H 1.0051 -2.5107 0.6075
H 0.1693 -2.8146 3.0836
H 1.6579 -3.5546 2.7444
H 0.1662 -4.5519 2.7615
H -1.0162 -3.3202 -0.4088
H -1.1980 -2.3000 0.8092
C 3.1616 -4.0290 -2.6252
O 2.5776 -2.7640 -2.8890
C 2.9369 -2.1903 -4.1202
C 2.1552 -0.9024 -4.2914
C 0.6484 -1.1110 -4.4249
N 2.6912 -0.1654 -5.4445
H 2.9954 -4.1929 -1.5589
H 4.2313 -3.9049 -2.8205
H 2.7417 -4.9060 -3.1254
H 4.0153 -2.0412 -4.2630
H 2.6307 -2.9067 -4.9045
H 2.2673 -0.3147 -3.3748
H 0.3615 -1.8058 -5.2262
H 0.2064 -0.1532 -4.7066
H 0.1364 -1.5236 -3.5534
H 2.5558 -0.7739 -6.2518
H 2.1048 0.6332 -5.6625
C -5.5885 4.4435 -0.8019
O -4.5581 3.7435 -0.1822
C -4.4361 2.3946 -0.6218
C -3.1083 1.8189 -0.1518
C -1.9676 2.4687 -0.9067
N -3.1594 0.3632 -0.4816
H -5.5976 5.4955 -0.5191
H -6.5794 4.0254 -0.5860
H -5.4777 4.4649 -1.8964
H -5.2820 1.8665 -0.1635
H -4.4895 2.3909 -1.7167
H -2.9694 1.9447 0.9254
H -2.0902 2.3061 -1.9789
H -1.0076 2.0250 -0.6259
H -1.8605 3.5255 -0.6661
H -2.4862 -0.0132 0.1893
H -4.0648 -0.0316 -0.2478
C -2.6432 -4.6256 -3.5780
C -1.2469 -4.0160 -3.4107
O -1.2355 -3.0928 -2.3203
H -3.3391 -3.8543 -3.9188
H -2.9617 -4.9678 -2.5944
H -2.6910 -5.4212 -4.3217
H -0.9291 -3.4430 -4.2858
H -0.5642 -4.8150 -3.1194
H -1.6926 -2.2836 -2.5981
C 4.0102 -1.9017 1.7957
C 5.0742 -0.8659 1.4151
O 6.2596 -1.0990 2.1439
H 3.1041 -1.6363 1.2494
H 3.7761 -1.8229 2.8582
H 4.3555 -2.8961 1.5270
H 4.6739 0.1237 1.6633
H 5.2441 -1.0018 0.3392
H 6.7952 -0.3069 2.2056
C -4.8262 -0.6875 -4.0975
C -3.3759 -0.1746 -4.0886
O -2.6509 -0.7408 -2.9861
H -5.2840 -0.7998 -3.1176
H -4.7952 -1.6650 -4.5810
H -5.4315 -0.0121 -4.7089
H -3.3276 0.9132 -3.9556
H -2.9439 -0.4503 -5.0512
H -2.9408 -0.1684 -2.2276
C 2.8342 2.0536 -1.1383
C 3.7652 3.2088 -0.8017
O 3.3883 4.3411 -1.5559
H 1.8104 2.2070 -0.7934
H 3.1348 1.1514 -0.5999
H 2.8190 1.8684 -2.2126
H 4.8285 2.9795 -0.9078
H 3.6277 3.3561 0.2814
H 4.0557 5.0289 -1.5060
C 0.3819 -0.8367 -0.7996
C 0.4211 -0.4180 0.6769
O -0.8517 -0.6146 1.2569
H 1.3338 -0.6484 -1.2943
H -0.4681 -0.3473 -1.2782
H 0.2107 -1.9114 -0.8860
H 0.8686 0.5694 0.8357
H 1.1229 -1.1548 1.0971
H -0.7118 -0.5939 2.2187
*
```

***

x | A 10-piece molecular cluster, C30H85N5O10 overall, computed with wB97M-V/def2-TZVPD.

Gap between HOMO and LUMO in eV: 9.0
SMILES string: COC[C@H](C)N.COC[C@H](C)N.COC[C@H](C)N.COC[C@H](C)N.COC[C@H](C)N.CCO.CCO.CCO.CCO.CCO

```
! wB97M-V def2-TZVPD RIJCOSX def2/J DEFGRID3
* xyz 0 1
C 0.9211 1.6411 -4.4997
O 0.7159 0.3668 -3.8932
C 0.7425 -0.6549 -4.8760
C 0.8718 -1.9966 -4.1532
C 1.2602 -3.0819 -5.1524
N -0.3588 -2.4232 -3.4677
H 0.1149 1.8851 -5.1942
H 1.8871 1.7362 -4.9982
H 0.8911 2.3624 -3.6821
H -0.1607 -0.7387 -5.4986
H 1.5470 -0.4696 -5.5940
H 1.6590 -1.9254 -3.3992
H 2.3076 -2.9353 -5.4267
H 0.5857 -3.0618 -6.0106
H 1.2299 -4.0809 -4.7149
H -0.9668 -2.9716 -4.0697
H -0.9003 -1.5770 -3.2718
C 1.7536 2.2568 3.6421
O 2.9656 2.0998 4.3314
C 2.8432 1.6675 5.6766
C 4.2617 1.4299 6.1662
C 4.2548 0.9740 7.6149
N 5.0445 2.6603 6.0149
H 1.9768 2.4621 2.5978
H 1.1063 3.0368 4.0541
H 1.1691 1.3254 3.6534
H 2.3175 2.3774 6.3203
H 2.3066 0.7136 5.6564
H 4.7400 0.6528 5.5574
H 3.5691 0.1242 7.6750
H 3.9185 1.7603 8.2920
H 5.2541 0.6888 7.9436
H 4.8176 3.0856 5.1218
H 6.0420 2.4986 6.0182
C 3.8992 -1.0381 -1.9452
O 4.9615 -0.5866 -2.7349
C 4.5954 -0.6153 -4.0971
C 5.7707 -0.3707 -5.0256
C 6.5167 0.9091 -4.6314
N 5.3480 -0.2852 -6.4180
H 3.6271 -2.0693 -2.2049
H 2.9869 -0.4456 -2.1091
H 4.1478 -0.9497 -0.8915
H 4.2615 -1.6441 -4.3266
H 3.7259 0.0424 -4.2292
H 6.4247 -1.2458 -4.9133
H 7.1565 0.7622 -3.7648
H 5.7714 1.6808 -4.4182
H 7.1007 1.3534 -5.4402
H 6.1669 -0.2836 -7.0133
H 4.8172 -1.1080 -6.6919
C -7.1088 0.7084 -0.4145
O -5.7353 0.7815 -0.7849
C -5.2993 2.0955 -0.9071
C -3.8130 2.1122 -1.2772
C -3.5618 1.5017 -2.6500
N -3.0837 1.3691 -0.2165
H -7.3690 -0.3174 -0.1724
H -7.6719 1.0356 -1.2965
H -7.3315 1.3725 0.4231
H -5.8508 2.6333 -1.6989
H -5.4569 2.7754 -0.0570
H -3.3759 3.1139 -1.2717
H -2.4918 1.3736 -2.8287
H -3.9455 2.1290 -3.4621
H -4.0282 0.5216 -2.7772
H -2.1761 1.1346 -0.6202
H -3.5490 0.4623 -0.1655
C 0.8900 4.1814 -0.4396
O 0.7081 4.1927 0.9642
C -0.5932 3.7786 1.3621
C -1.7115 4.7050 0.8769
C -1.5243 6.1027 1.4754
N -2.9989 4.1826 1.3407
H 1.9645 4.2939 -0.6088
H 0.3552 5.0166 -0.8934
H 0.6704 3.1945 -0.8662
H -0.7558 2.7286 1.0986
H -0.5792 3.8083 2.4533
H -1.7143 4.7398 -0.2196
H -0.5569 6.5419 1.2264
H -1.6855 6.1483 2.5480
H -2.2609 6.7271 0.9565
H -3.7316 4.7228 0.8924
H -3.1285 3.2135 1.0517
C -5.0270 -4.3334 0.4412
C -3.8109 -3.7740 -0.2637
O -2.7287 -3.6769 0.6534
H -5.2309 -3.7260 1.3297
H -4.8667 -5.3429 0.8149
H -5.9275 -4.2380 -0.1657
H -3.9666 -2.7496 -0.6356
H -3.6213 -4.3729 -1.1643
H -1.9080 -3.5313 0.1372
C 0.9268 -4.5727 0.8497
C 0.6795 -4.4834 -0.6407
O -0.4188 -3.6297 -0.8567
H 1.2502 -3.6271 1.2799
H 1.6375 -5.3696 1.0832
H 0.0308 -4.8953 1.3872
H 0.5255 -5.4774 -1.0811
H 1.5695 -4.0999 -1.1597
H -0.4064 -3.1535 -1.7155
C -4.6925 -0.6941 1.9351
C -3.3462 -0.6950 2.6202
O -3.0422 -2.0093 3.0904
H -5.5101 -0.8699 2.6360
H -4.7773 -1.3881 1.0971
H -4.9209 0.2741 1.4813
H -3.3497 -0.0806 3.5210
H -2.5450 -0.3359 1.9645
H -3.0202 -2.6380 2.3529
C 0.8112 0.1354 0.7246
C 0.0927 -0.4685 -0.4566
O -0.2835 0.5586 -1.3777
H 1.6902 0.7092 0.4204
H 1.1550 -0.6718 1.3753
H 0.1877 0.8202 1.2972
H -0.8326 -0.9428 -0.1185
H 0.7374 -1.1594 -1.0071
H 0.0511 0.4722 -2.2872
C 0.3189 -1.7720 4.2992
C 0.1595 -3.2548 4.5572
O 1.3953 -3.9249 4.3545
H -0.6307 -1.2406 4.2353
H 0.7245 -1.6260 3.2924
H 0.9874 -1.3112 5.0245
H -0.6255 -3.6682 3.9171
H -0.1843 -3.3829 5.5905
H 1.2772 -4.8578 4.5467
*
```

***

x has the most favorable energy; the next structure is 1.838 eV above.

***

w | One molecule with the formula C2H4N2O2S2, computed with wB97M-V/def2-TZVPD.

Gap between HOMO and LUMO in eV: 9.6
SMILES string: O/N=C\OC(=S)NS

```
! wB97M-V def2-TZVPD RIJCOSX def2/J DEFGRID3
* xyz 0 1
O 2.5318 -0.0127 0.4094
N 1.9359 -1.0464 1.1126
C 0.6743 -1.0783 0.8919
O 0.0590 -0.2530 0.0171
C -1.2882 -0.1240 0.0622
S -2.3314 -0.9257 1.0087
N -1.6700 0.6922 -0.9763
S -0.6780 1.5071 -2.1154
H 3.4991 -0.0843 0.6149
H 0.1265 -1.8674 1.4122
H -2.6881 0.6551 -1.1095
H -0.1710 2.5375 -1.3278
*
```

***

x | One molecule with the formula C2H4N2O2S2, computed with wB97M-V/def2-TZVPD.

Gap between HOMO and LUMO in eV: 8.7
SMILES string: ONC(=S)C(=S)NO

```
! wB97M-V def2-TZVPD RIJCOSX def2/J DEFGRID3
* xyz 0 1
O -0.3871 -1.1355 1.2781
N 0.6030 -0.1438 1.3297
C 0.8686 0.6884 0.2998
S 2.2326 1.5826 0.2469
C -0.3710 0.9123 -0.5211
S -1.3714 2.1952 -0.3075
N -0.6496 -0.0912 -1.3840
O 0.2820 -1.0844 -1.5734
H -1.0949 -0.6105 1.6942
H 1.3459 -0.3770 1.9804
H -1.4046 -0.1167 -2.0288
H -0.0535 -1.8195 -1.0144
*
```

***

w has the most favorable energy; the next structure is 1.221 eV above.

***

w | CH5INP as an isolated structure, computed with wB97M-V/def2-TZVPD.

Gap between HOMO and LUMO in eV: 8.9

```
! wB97M-V def2-TZVPD RIJCOSX def2/J DEFGRID3
* xyz 0 1
C -0.9038 0.1800 -0.2733
N 0.3823 0.8674 -0.0926
P 1.5706 -0.1544 0.5560
I 1.8471 -1.7526 -1.2299
H -1.0094 -0.7110 0.4559
H -1.7816 0.8842 -0.1619
H -0.8224 -0.2865 -1.2143
H 0.4158 1.8804 0.2683
H 0.3013 -0.9074 1.6918
*
```

***

x | One molecule with the formula CH5INP, computed with wB97M-V/def2-TZVPD.

Gap between HOMO and LUMO in eV: 9.4
SMILES string: CNPI

```
! wB97M-V def2-TZVPD RIJCOSX def2/J DEFGRID3
* xyz 0 1
C -1.1144 -0.0011 0.3942
N -0.0346 0.5807 -0.2845
P 0.9974 -0.4765 -1.1990
I 2.2376 -1.6685 0.5416
H -0.7802 -0.6803 1.1403
H -1.8332 0.7701 0.9165
H -1.9862 -0.5515 -0.1814
H 0.5623 1.3439 0.0206
H 1.9513 0.6833 -1.3481
*
```

***

x has the most favorable energy; the next structure is 0.914 eV above.

***

w | A 2-piece molecular cluster, H2IOP overall, computed with wB97M-V/def2-TZVPD.

Gap between HOMO and LUMO in eV: 8.7
SMILES string: O=P.I

```
! wB97M-V def2-TZVPD RIJCOSX def2/J DEFGRID3
* xyz 0 1
O -3.2584 0.7110 -0.4310
P -2.3268 -0.3078 -0.0146
H -1.8206 -0.0125 1.4083
I 4.0086 0.1974 0.1837
H 3.3974 -0.5882 -1.1464
*
```

***

x | One molecule with the formula H2IOP, computed with wB97M-V/def2-TZVPD.

Gap between HOMO and LUMO in eV: 9.2
SMILES string: OPI

```
! wB97M-V def2-TZVPD RIJCOSX def2/J DEFGRID3
* xyz 0 1
O -0.6533 -0.6398 -0.5474
P 0.2210 0.8266 -0.2097
I 2.3303 -0.2462 0.0448
H -1.5353 -0.7258 -0.3296
H -0.3626 0.7852 1.0418
*
```

***

x has the most favorable energy; the next structure is 1.252 eV above.

***

w | C3H5O4Rb as an isolated structure, computed with wB97M-V/def2-TZVPD.

Gap between HOMO and LUMO in eV: 7.1

```
! wB97M-V def2-TZVPD RIJCOSX def2/J DEFGRID3
* xyz 0 1
O 1.2062 3.1582 4.0237
C 1.4635 2.3495 3.1379
O 2.2021 2.4476 2.1251
O 0.8730 1.0901 3.1893
H 0.2321 1.0422 3.9062
C -0.4643 -1.7724 -2.5434
O 0.5229 -1.5449 -1.8660
C -1.7862 -1.1261 -2.3599
H -0.4060 -2.5652 -3.3160
H -1.8227 -0.1491 -2.8588
H -1.9875 -1.0463 -1.2798
H -2.5612 -1.7961 -2.7646
Rb 2.5280 -0.0875 0.6065
*
```

***

x | C3H5O4Rb as an isolated structure, computed with wB97M-V/def2-TZVPD.

Gap between HOMO and LUMO in eV: 6.9

```
! wB97M-V def2-TZVPD RIJCOSX def2/J DEFGRID3
* xyz 0 1
C -1.1085 -1.5304 1.0819
O -0.5967 -0.2727 0.7143
C -0.5789 -0.0170 -0.7240
O -0.0508 1.2039 -0.9119
Rb -0.0011 2.6687 1.5584
H -1.0143 -1.6282 2.1704
H -2.1719 -1.6315 0.8048
H -0.5405 -2.3437 0.5984
H -1.6287 -0.1211 -1.0828
H 0.0287 -0.8367 -1.1729
O 2.5876 2.0302 0.0086
C 2.3540 1.4546 -1.0070
O 2.7213 1.0238 -2.0382
*
```

***

w has the most favorable energy; the next structure is 0.864 eV above.

***

w | An isolated ion of composition C4H9O2 and charge +1, computed with wB97M-V/def2-TZVPD.

Gap between HOMO and LUMO in eV: 11.1

```
! wB97M-V def2-TZVPD RIJCOSX def2/J DEFGRID3
* xyz 1 1
C -1.2592 1.3756 -0.1795
C 0.0652 -2.0151 0.0813
C 1.3093 0.1048 -0.2612
C 0.0224 -0.5272 -0.1543
O -0.4044 1.6206 0.8888
O -1.1362 -0.0274 -0.3457
H -2.2450 1.5860 0.2802
H -1.1543 1.8340 -1.1491
H -0.9014 -2.4339 0.2656
H 0.7245 -2.3579 -0.7565
H 0.7349 -2.1390 0.9325
H 2.0340 -0.5864 -0.5778
H 1.6338 0.7580 0.5504
H 1.2826 0.6403 -1.0951
H -0.7062 2.1676 1.5204
*
```

***

x | A 2-piece molecular cluster, C4H9O2 overall, computed with wB97M-V/def2-TZVPD.

Gap between HOMO and LUMO in eV: 8.1

```
! wB97M-V def2-TZVPD RIJCOSX def2/J DEFGRID3
* xyz 1 1
C 1.4192 -1.1646 -0.6890
C 2.0148 -2.1493 -0.0601
C 0.7242 0.0677 -2.6321
C -0.8985 0.7505 1.3017
O 0.9248 -0.1964 -1.2991
O -1.2397 -0.4607 0.6838
H 1.5079 -3.0100 0.4611
H -2.1854 -0.7079 0.7098
H 3.1237 -2.4102 -0.0524
H -0.2934 0.2374 -2.7923
H 1.1708 -0.5668 -3.4361
H 1.2634 1.0129 -2.7834
H -1.8360 1.4918 1.1886
H -0.7821 0.6279 2.4990
H -0.1245 1.3092 0.7286
*
```

***

w has the most favorable energy; the next structure is 2.655 eV above.